This record from OMol25 describes a single C4H7IO3 molecule. The level of theory is ωB97M-V/def2-TZVPD.

Computed properties:
Frontier orbital gap, eV: 10.0
SMILES: C[C@@H](I)COC(=O)O
Highest occupied orbital energy, eV: -9.82
E_LUMO, Ha: 0.0062

```
! RIJCOSX wB97M-V def2-TZVPD def2/J DEFGRID3
* xyz 0 1
C 0.1635 0.1818 1.6915
C -0.7481 -0.3075 0.5647
I -2.7617 -0.4801 1.3595
C -0.8537 0.6313 -0.6419
O 0.1250 0.4124 -1.6834
C 1.3681 -0.0062 -1.3135
O 2.1474 0.6252 -0.6711
O 1.6504 -1.2212 -1.8057
H -0.0313 1.2353 1.9047
H 1.2111 0.0402 1.4195
H -0.0215 -0.3982 2.5987
H -0.4972 -1.3274 0.2680
H -0.7992 1.6692 -0.2936
H -1.8138 0.5014 -1.1411
H 0.8610 -1.5561 -2.2564
*
```

=====

This record from OMol25 describes C4H7InO2 as an isolated structure. The level of theory is ωB97M-V/def2-TZVPD.

Computed properties:
Frontier orbital gap, eV: 6.2
Highest occupied orbital energy, eV: -17.36
E_LUMO, Ha: -0.4106

```
! RIJCOSX wB97M-V def2-TZVPD def2/J DEFGRID3
* xyz 2 1
H 1.3308 1.1759 0.3329
O 1.5952 1.0029 1.4357
C 1.1261 -0.1709 1.4748
C -0.0388 -0.2143 0.5724
C 0.0617 -0.8926 -0.7985
C -1.0952 -0.4599 -1.6734
O -0.9421 0.0434 -2.7594
In -1.4466 3.2352 1.2505
H 1.8915 -0.9554 1.3970
H -0.6016 0.9361 0.7078
H -0.8008 -0.7738 1.1539
H -0.0318 -1.9821 -0.6571
H 1.0075 -0.6602 -1.3012
H -2.0558 -0.2842 -1.1354
*
```

=====

This record from OMol25 describes C4H7MgO2Tl as an isolated structure. The level of theory is ωB97M-V/def2-TZVPD.

Computed properties:
Frontier orbital gap, eV: 5.3
Highest occupied orbital energy, eV: -15.86
E_LUMO, Ha: -0.3874

```
! RIJCOSX wB97M-V def2-TZVPD def2/J DEFGRID3
* xyz 2 1
O 0.6659 1.1179 0.7176
C 0.4615 1.7505 -0.5346
C -0.8227 1.4257 -0.9859
Tl -0.0076 3.4306 1.4366
Mg 2.3061 -0.7082 0.9538
H 1.2673 1.7240 -1.2809
H -1.6551 1.6702 -0.3132
H -1.0499 1.6535 -2.0282
C -0.2863 -1.3088 0.6466
C 0.3367 -1.3550 -0.6265
O -0.2899 -2.5594 1.1692
H -0.8303 -0.8181 1.4657
H 0.9601 -2.1822 -0.9841
H -0.1823 -1.2041 -1.5706
H -0.8734 -2.6365 1.9344
*
```

=====

This record from OMol25 describes a single C4H7N molecule. The level of theory is ωB97M-V/def2-TZVPD.

Computed properties:
Frontier orbital gap, eV: 8.8
SMILES: C=C/C=C/N
Highest occupied orbital energy, eV: -7.65
E_LUMO, Ha: 0.0433

```
! RIJCOSX wB97M-V def2-TZVPD def2/J DEFGRID3
* xyz 0 1
C 0.6336 -2.0211 0.9501
C 0.4938 -1.3662 -0.1842
C -0.0532 -0.0539 -0.5434
C -0.0838 1.1201 0.1130
N -0.7033 2.2138 -0.4931
H 0.7614 -3.0860 1.0687
H 0.4165 -1.5976 1.9344
H 0.8245 -1.8682 -1.0932
H -0.5315 -0.0438 -1.5171
H 0.0725 1.3676 1.1534
H -0.5599 3.1211 -0.0881
H -1.2705 2.2142 -1.3005
*
```

=====

This record from OMol25 describes a single C4H7N molecule. The level of theory is ωB97M-V/def2-TZVPD.

Computed properties:
Frontier orbital gap, eV: 10.8
SMILES: C=C[C@@H]1CN1
Highest occupied orbital energy, eV: -9.66
E_LUMO, Ha: 0.0420

```
! RIJCOSX wB97M-V def2-TZVPD def2/J DEFGRID3
* xyz 0 1
C 1.3791 -1.1062 0.7812
C 1.0170 0.1374 0.3860
C -0.3370 0.7180 0.2451
C -1.4532 -0.0377 -0.4911
N -0.9020 1.3247 -0.9698
H 0.7070 -1.8769 0.8824
H 2.4072 -1.3773 0.9731
H 1.9175 0.8825 0.1568
H -0.7434 1.2216 1.1409
H -1.1488 -0.9140 -1.0154
H -2.5161 -0.0734 -0.3015
H -0.3274 1.1013 -1.7876
*
```

=====

This record from OMol25 describes a single C4H7N molecule. The level of theory is ωB97M-V/def2-TZVPD.

Computed properties:
Frontier orbital gap, eV: 9.3
SMILES: C=NC(=C)C
Highest occupied orbital energy, eV: -8.62
E_LUMO, Ha: 0.0235

```
! RIJCOSX wB97M-V def2-TZVPD def2/J DEFGRID3
* xyz 0 1
C 2.1806 -0.2174 0.1162
N 1.0277 -0.8282 0.0096
C -0.5617 -0.3685 -0.1195
C -1.7230 -1.1509 -0.1061
C -0.4901 1.0797 -0.0644
H 2.9982 -0.6692 0.4839
H 2.2382 0.7917 -0.2521
H -1.6126 -2.2705 -0.0292
H -2.6482 -0.6820 -0.1541
H -0.5528 1.3259 1.0378
H -1.3299 1.5905 -0.5698
H 0.4735 1.3987 -0.3523
*
```

=====

This record from OMol25 describes C4H7N as an isolated structure. The level of theory is ωB97M-V/def2-TZVPD.

Computed properties:
Frontier orbital gap, eV: 8.7
Highest occupied orbital energy, eV: -7.75
E_LUMO, Ha: 0.0362

```
! RIJCOSX wB97M-V def2-TZVPD def2/J DEFGRID3
* xyz 0 1
C 0.7181 -0.6611 1.0820
C 0.3576 -0.1076 -0.2776
C -0.5477 1.1874 -0.2519
C -1.3009 0.1134 -0.8140
N -2.0300 -0.7383 -1.3140
H 1.2245 -1.6274 0.9887
H 1.3800 0.0156 1.6409
H -0.1812 -0.8240 1.6910
H 1.1677 -0.0068 -1.0003
H -0.7651 -1.0455 -0.9812
H -0.8315 1.5346 0.7431
H -0.2467 1.9957 -0.9183
*
```

=====

This record from OMol25 describes C4H7N as an isolated structure. The level of theory is ωB97M-V/def2-TZVPD.

Computed properties:
Frontier orbital gap, eV: 10.4
Highest occupied orbital energy, eV: -9.61
E_LUMO, Ha: 0.0278

```
! RIJCOSX wB97M-V def2-TZVPD def2/J DEFGRID3
* xyz 0 1
C 1.4489 -0.3422 -0.9754
C 0.3749 1.0409 0.8108
C 0.3868 0.0300 -0.2539
C -1.3317 -1.0555 -0.3595
N -0.7855 1.5319 1.0602
H 1.6035 -1.2462 -1.5725
H 2.3220 -0.0630 -0.5761
H 1.2770 1.2485 1.3572
H -2.1150 -0.2577 -0.6193
H -1.0063 -1.6402 -1.2805
H -1.2807 -1.4707 0.5742
H -0.8938 2.2244 1.8349
*
```

=====

This record from OMol25 describes a single C4H7N molecule. The level of theory is ωB97M-V/def2-TZVPD.

Computed properties:
Frontier orbital gap, eV: 11.7
SMILES: CC(C)C#N
Highest occupied orbital energy, eV: -10.88
E_LUMO, Ha: 0.0294

```
! RIJCOSX wB97M-V def2-TZVPD def2/J DEFGRID3
* xyz 0 1
C -0.2225 -1.1819 0.4293
C 0.1957 0.3926 0.6344
C -0.5351 1.0824 -0.6797
C 1.5863 0.1899 0.2860
N 2.6747 -0.1760 -0.1494
H -0.0776 -1.4816 -0.6930
H -1.1978 -1.4539 0.9239
H 0.4251 -1.7674 1.0621
H -0.4559 0.8276 1.6065
H -1.7697 0.9529 -0.8929
H -0.3358 2.1083 -0.8094
H -0.2874 0.5072 -1.7178
*
```

=====

This record from OMol25 describes an isolated ion of composition C4H7N2 and charge +1. The level of theory is ωB97M-V/def2-TZVPD.

Computed properties:
Frontier orbital gap, eV: 8.7
SMILES: C#[N+]/C=C(\C)N
Highest occupied orbital energy, eV: -13.89
E_LUMO, Ha: -0.1904

```
! RIJCOSX wB97M-V def2-TZVPD def2/J DEFGRID3
* xyz 1 1
C 1.8212 -1.5461 1.7834
N 1.2499 -1.1509 0.8445
C 0.7859 -0.7448 -0.3660
C -0.1700 0.2858 -0.5603
C -0.8475 0.8083 0.6399
N -0.3992 0.5802 -1.9391
H 2.4505 -1.5486 2.6022
H 0.8782 -1.3121 -1.2555
H -1.5577 1.6101 0.0944
H -1.4506 -0.1912 0.6709
H -0.8123 1.5143 1.6127
H -1.2457 0.1462 -2.1010
H -0.7028 1.5486 -2.0260
*
```

=====

This record from OMol25 describes an isolated ion of composition C4H7N2 and charge +1. The level of theory is ωB97M-V/def2-TZVPD.

Computed properties:
Frontier orbital gap, eV: 9.8
SMILES: C=CNC=C=[NH2+]
Highest occupied orbital energy, eV: -14.11
E_LUMO, Ha: -0.1599

```
! RIJCOSX wB97M-V def2-TZVPD def2/J DEFGRID3
* xyz 1 1
C -0.7068 -1.2029 -0.1041
C -1.6899 -0.2695 0.1752
N -1.3078 1.0683 -0.0005
C 0.0120 1.2997 -0.0415
C 0.8717 0.3098 0.0730
N 2.1032 -0.0613 0.1185
H 0.1149 -0.7707 -0.7451
H -0.3899 -2.1726 0.2996
H -2.5915 -0.7024 0.5746
H -1.8328 1.9155 -0.0103
H 0.1980 2.3984 -0.1391
H 2.4558 -0.7163 0.8328
H 2.8006 0.1729 -0.6800
*
```

=====

This record from OMol25 describes C4H7N2 as an isolated structure. The level of theory is ωB97M-V/def2-TZVPD.

Computed properties:
Frontier orbital gap, eV: 8.2
Highest occupied orbital energy, eV: -13.71
E_LUMO, Ha: -0.2015

```
! RIJCOSX wB97M-V def2-TZVPD def2/J DEFGRID3
* xyz 1 1
C 0.8840 0.5424 1.2867
C -0.4393 0.2992 1.4119
C -0.4784 0.2356 -1.0226
C 0.9501 0.4692 -1.0807
N -1.1613 0.1073 0.2849
N 0.4348 -0.8731 -1.2516
H 1.3690 0.6691 0.1259
H 1.6583 0.3649 1.9056
H -1.0199 0.3619 2.3838
H -1.3274 0.4491 -1.6587
H -2.2010 0.0235 0.4224
H 0.6975 -1.5608 -0.5847
H 0.6337 -1.0882 -2.2227
*
```

=====

This record from OMol25 describes C4H7N2 as an isolated structure. The level of theory is ωB97M-V/def2-TZVPD.

Computed properties:
Frontier orbital gap (spin up / spin down), eV: 8.6 / 8.6
Highest occupied orbital energy (spin up / spin down), eV: -13.56 / -13.56
E_LUMO (spin up / spin down), Ha: -0.1816 / -0.1816

```
! RIJCOSX wB97M-V def2-TZVPD def2/J DEFGRID3
* xyz 1 1
C -1.5116 0.4763 -0.5880
C -0.3936 -0.2089 -0.8848
C -2.6379 -0.0018 0.0613
C 0.7772 -0.7675 -0.9619
N -3.3293 -0.2076 0.9760
N 2.4001 0.2935 0.7259
H -1.5331 1.3649 -1.1750
H 1.6660 -0.4427 -0.1514
H 1.0769 -1.1450 -1.9103
H -4.2375 -0.6791 1.0376
H 2.6439 -0.3126 1.5401
H 1.8336 0.9848 0.9801
H 3.2452 0.6457 0.3503
*
```

=====

This record from OMol25 describes an isolated ion of composition C4H7N2 and charge +1. The level of theory is ωB97M-V/def2-TZVPD.

Computed properties:
Frontier orbital gap, eV: 8.6
Highest occupied orbital energy, eV: -14.93
E_LUMO, Ha: -0.2330

```
! RIJCOSX wB97M-V def2-TZVPD def2/J DEFGRID3
* xyz 1 1
C 1.4370 -0.9569 -0.8616
C 1.8650 -0.5825 -1.9485
C 0.5003 -1.3095 -0.0023
C -0.2722 -0.1868 0.5935
N -1.5780 0.0217 0.2808
N 0.4554 1.2633 0.1100
H 0.2590 -2.3862 0.1373
H -0.1093 -0.1272 1.6482
H -2.3111 0.3298 0.9341
H -1.8730 -0.5009 -0.5780
H 1.2981 1.6011 0.5450
H -0.3934 1.8735 0.0532
H 0.7221 0.9607 -0.9118
*
```

=====

This record from OMol25 describes an isolated ion of composition C4H7N2 and charge +1. The level of theory is ωB97M-V/def2-TZVPD.

Computed properties:
Frontier orbital gap, eV: 8.8
Highest occupied orbital energy, eV: -14.02
E_LUMO, Ha: -0.1904

```
! RIJCOSX wB97M-V def2-TZVPD def2/J DEFGRID3
* xyz 1 1
C 1.5345 -0.1075 -0.5403
C 0.9186 1.2528 -0.3106
C -0.0642 -1.7678 0.1470
C -1.0284 0.1626 0.4991
N 1.0471 -1.1291 -0.1924
N -0.4944 1.0270 -0.3449
H 1.3375 1.7689 0.4737
H 1.2172 1.8958 -1.2479
H 0.0563 -1.9510 1.1937
H -0.5813 -2.4800 -0.3683
H -2.1394 0.0836 0.3647
H -0.7425 0.0043 1.4708
H -1.0608 1.2405 -1.1444
*
```

=====

This record from OMol25 describes an isolated ion of composition C4H7N2 and charge +1. The level of theory is ωB97M-V/def2-TZVPD.

Computed properties:
Frontier orbital gap (spin up / spin down), eV: 7.4 / 7.4
SMILES: C/C=C/[NH+]=C=N
Highest occupied orbital energy (spin up / spin down), eV: -13.70 / -13.71
E_LUMO (spin up / spin down), Ha: -0.2305 / -0.2305

```
! RIJCOSX wB97M-V def2-TZVPD def2/J DEFGRID3
* xyz 1 1
C -1.9022 -0.1182 0.1515
C -0.4419 -0.1630 -0.1097
C 0.3321 1.0144 -0.2451
N 1.7552 0.9082 -0.2949
C 2.1024 -0.2669 0.1865
N 1.4536 -1.2365 0.3873
H -2.1035 0.1453 1.1577
H -2.4175 -1.1723 -0.0023
H -2.3778 0.5444 -0.7082
H -0.0840 -1.2399 -0.3323
H -0.0566 2.0197 -0.2984
H 2.2974 1.6903 -0.6704
H 1.4428 -2.1256 0.7783
*
```

=====

This record from OMol25 describes an isolated ion of composition C4H7N2 and charge +1. The level of theory is ωB97M-V/def2-TZVPD.

Computed properties:
Frontier orbital gap, eV: 8.9
SMILES: C=C=CC(N)=[NH2+]
Highest occupied orbital energy, eV: -14.06
E_LUMO, Ha: -0.1900

```
! RIJCOSX wB97M-V def2-TZVPD def2/J DEFGRID3
* xyz 1 1
C 2.7051 0.1058 -0.6824
C 1.3904 -0.5060 -0.7459
C -0.0826 -0.9614 -0.4543
C -0.8928 -0.0523 0.2138
N -0.4702 1.0474 0.8260
N -2.1909 -0.3163 0.3426
H 2.7009 0.9917 -1.2429
H 3.4766 -0.4589 -0.2407
H -0.4975 -1.8637 -0.8615
H 0.5052 1.3091 0.8963
H -1.2485 1.5206 1.2926
H -2.5145 -1.0541 -0.2258
H -2.8811 0.2380 0.8821
*
```

=====

This record from OMol25 describes an isolated ion of composition C4H7N2 and charge +1. The level of theory is ωB97M-V/def2-TZVPD.

Computed properties:
Frontier orbital gap (spin up / spin down), eV: 6.8 / 6.8
Highest occupied orbital energy (spin up / spin down), eV: -12.11 / -12.11
E_LUMO (spin up / spin down), Ha: -0.1953 / -0.1953

```
! RIJCOSX wB97M-V def2-TZVPD def2/J DEFGRID3
* xyz 1 1
C -0.9456 -1.1215 0.2355
C 0.4805 -1.3649 0.0302
C -2.7037 0.5497 -0.0376
C 1.7452 0.6861 0.3017
N -1.7045 -0.2108 0.0327
N 1.1173 -0.1520 -0.4401
H 0.9330 -1.6927 0.9703
H 0.5868 -2.1649 -0.7086
H -2.9146 1.2251 0.7773
H -3.3280 0.5583 -0.9147
H 1.9960 1.6701 -0.0582
H 2.0272 0.4051 1.3064
H 0.8614 0.1301 -1.3875
*
```